Entry 1:
# C20H38Cl3N2O4SiY

A structure of composition C20H38Cl3N2O4SiY in a non-equilibrium geometry (wB97M-V/def2-TZVPD, the Open Molecules 2025 dataset).

- LUMO energy (eV) = -0.446
- HOMO level (eV) = -6.6
- ΔE to the lowest compared entry with this formula, charge and spin (eV) = 3.6670
- HOMO-LUMO gap (Eh) = 0.2260

CARTESIAN COORDINATES (ANGSTROEM)
C 2.7696 -2.3508 -6.7063
C 2.0510 -1.5564 -7.7486
H 2.3366 -3.3627 -6.6508
H 2.6806 -1.8569 -5.7314
H 3.8409 -2.4556 -6.9546
C 1.8368 -2.0799 -8.9705
C 2.1680 -3.4772 -9.3556
H 1.4148 -1.4827 -9.7710
H 1.6714 -4.1989 -8.7016
H 3.2408 -3.6959 -9.3616
H 1.8117 -3.6508 -10.3699
Y 1.1132 0.1833 -2.6403
Cl 2.9479 -1.0406 -1.4438
Cl 2.6878 1.6424 -3.9921
C 0.1889 3.2895 -2.8054
O -0.1509 2.0834 -2.5793
N -0.6720 4.2772 -2.9778
C -2.1089 4.0165 -2.9148
C -0.2019 5.5996 -3.3836
H 1.2476 3.5432 -2.8928
H -2.3528 3.4754 -1.9922
H -2.4450 3.4214 -3.7790
H -2.6193 4.9842 -2.9268
H 0.6568 5.8886 -2.7675
H -1.0035 6.3256 -3.2573
H 0.1257 5.5992 -4.4314
H -1.3410 -5.0482 -0.2758
H -0.5720 -3.6679 -3.6714
C -2.1060 -4.5424 -0.8807
C -1.5287 -3.9351 -3.2190
N -1.5132 -3.5837 -1.8005
H -2.8192 -4.0539 -0.2047
C -0.9709 -2.4483 -1.3620
O -0.3576 -1.6176 -2.1135
H -2.3487 -3.4347 -3.7441
H -1.0630 -2.2776 -0.2675
H -2.6234 -5.2990 -1.4759
H -1.7049 -5.0069 -3.2984
O 0.9243 -0.2329 -6.0612
C 1.7151 -0.1405 -7.2910
C 0.1246 0.3839 -9.2576
C 1.1374 0.7872 -8.3834
H -0.2996 -0.6237 -9.2067
C -0.3093 1.2473 -10.2854
H 2.6663 0.3308 -6.9710
C 1.7758 2.0142 -8.6132
H -1.1211 0.9271 -10.9349
C 0.3091 2.4765 -10.4871
C 1.3585 2.8492 -9.6488
H 2.6361 2.2812 -7.9973
H -0.0546 3.1444 -11.2668
H 1.8539 3.8012 -9.8215
Si -0.8738 -0.4247 -6.1406
Cl -0.8377 -2.5261 -6.3624
C -2.2677 -0.3913 -7.4775
C -0.8547 1.6057 -6.1411
C -1.7487 -0.1513 -4.4682
H -2.2516 0.4594 -8.1609
H -3.1913 -0.2996 -6.8911
H -2.3643 -1.3152 -8.0632
H -1.7378 -0.9726 -3.7542
H -2.7998 0.0556 -4.7353
H -1.3635 0.7576 -3.9746
H -0.8801 1.9740 -7.1747
H 0.0662 1.9561 -5.6477
H -1.7096 2.0684 -5.6201
O 0.5984 0.5339 -0.3230
H 1.3430 0.1118 0.1660
H -0.1881 0.0032 -0.0859

Atoms 1-2, force components in eV/Å:
C 0.04 -0.44 0.30
C 0.07 0.10 -1.03

---

Entry 2:
# C31H49N16O2S

A cluster of 11 separate species, C31H49N16O2S in total in a non-equilibrium geometry (wB97M-V/def2-TZVPD, the Open Molecules 2025 dataset).

- LUMO energy (eV) = -4.838
- HOMO level (eV) = -10.7
- charge = +1
- HOMO-LUMO gap (Eh) = 0.2166

CARTESIAN COORDINATES (ANGSTROEM)
N 0.7612 -6.0878 2.5407
C 1.1246 -5.3978 1.3870
N 0.4920 -5.6469 0.0354
C 1.6332 -5.9568 -0.9066
O 2.7781 -5.0346 -0.8228
C 2.4896 -3.8900 0.0798
N 2.1865 -4.2838 1.5048
C 1.4773 -3.1984 2.2882
C 2.0476 -1.6868 2.0854
C 1.3873 -0.7955 0.8974
C -0.1409 -1.1665 0.4617
S -1.4126 -1.0511 1.8498
C -2.7081 -2.3912 1.4321
N -3.8676 -2.1393 0.4604
N -4.5729 -3.3529 0.4821
C -3.9247 -4.3560 1.4115
O -2.7174 -3.7566 2.0129
H 0.5123 -5.6234 3.4526
H 0.7710 -7.1308 2.5300
H -0.1051 -4.8549 -0.2887
H 2.0481 -7.0265 -0.5805
H 1.2486 -6.0969 -2.0202
H 3.4862 -3.2379 0.1032
H 1.6669 -3.2483 -0.4508
H 1.6608 -3.4701 3.4376
H 0.3292 -3.3464 2.1182
H 3.2294 -1.7503 1.9415
H 1.9008 -1.1114 3.1151
H 1.3864 0.3668 1.1706
H 2.0644 -0.8796 -0.0719
H -0.4865 -0.3953 -0.3708
H -0.2201 -2.2745 0.0437
H -4.3788 -5.4316 1.5786
C 3.3944 -1.0585 6.7109
C 3.2015 -2.1722 5.6945
N 3.0415 -3.0961 4.8513
H 3.4056 -0.0895 6.2045
H 2.5773 -1.0713 7.4374
H 4.3423 -1.1955 7.2386
C -2.4685 -7.0058 -2.4248
C -1.3350 -6.0884 -2.8540
N -0.3948 -5.3273 -3.2101
H -2.9929 -7.3874 -3.3051
H -2.0697 -7.8492 -1.8545
H -3.1766 -6.4557 -1.7989
C -4.8483 -1.2464 -2.3293
C -5.4918 -0.7283 -3.6052
N -6.0257 -0.2986 -4.6638
H -4.1188 -2.0248 -2.5692
H -4.3397 -0.4295 -1.8101
H -5.6131 -1.6660 -1.6699
C -1.0584 2.7232 5.0038
C -1.2513 1.6095 3.9874
N -1.4113 0.6856 3.1442
H -1.0472 3.6922 4.4974
H -1.8755 2.7104 5.7303
H -0.1105 2.5861 5.5316
C 1.2853 1.5157 -2.3611
C 2.1135 2.4140 -1.4570
N 2.8007 3.1593 -0.7070
H 1.8045 0.5667 -2.5206
H 0.3137 1.3171 -1.9004
H 1.1281 2.0026 -3.3276
C 3.8725 4.6256 -5.0489
C 2.4449 4.2268 -4.7120
N 1.2606 3.8959 -4.4326
H 3.9572 4.8402 -6.1177
H 4.1536 5.5180 -4.4831
H 4.5569 3.8119 -4.7937
C 0.8802 4.9900 1.5850
C 1.1497 4.3694 2.9461
N 1.3732 3.8545 4.0753
H -0.0302 5.5942 1.6244
H 1.7189 5.6282 1.2937
H 0.7538 4.2039 0.8353
C -2.6147 3.4158 -2.3835
C -1.7865 4.3141 -1.4794
N -1.0993 5.0594 -0.7294
H -2.0955 2.4668 -2.5430
H -3.5863 3.2172 -1.9228
H -2.7719 3.9027 -3.3500
C -4.4587 5.1478 7.0432
C -3.5044 5.2541 5.8649
N -2.7126 5.3423 4.8874
H -4.2081 4.2721 7.6481
H -4.3840 6.0438 7.6655
H -5.4865 5.0494 6.6827
C 2.9988 9.2155 -4.7612
C 4.0748 8.2781 -5.2847
N 4.9674 7.5005 -5.7192
H 2.1122 8.6427 -4.4756
H 3.3697 9.7572 -3.8868
H 2.7230 9.9362 -5.5360
C 0.1876 -3.1584 -6.1549
C -0.1372 -1.9707 -5.2637
N -0.4067 -0.9854 -4.5242
H -0.7210 -3.5133 -6.6490
H 0.9156 -2.8650 -6.9163
H 0.6075 -3.9707 -5.5552

Atoms 1-2, force components in eV/Å:
N 0.12 0.81 -1.87
C 0.90 2.04 0.80

---

Entry 3:
# C4H5NO

A structure of composition C4H5NO in a non-equilibrium geometry (wB97M-V/def2-TZVPD, the Open Molecules 2025 dataset).

- LUMO energy (eV) = 0.630
- HOMO level (eV) = -9.2
- ΔE to the lowest compared entry with this formula, charge and spin (eV) = 4.8798
- HOMO-LUMO gap (Eh) = 0.3608

CARTESIAN COORDINATES (ANGSTROEM)
N -3.0514 0.1219 0.0239
C -1.9689 0.3141 -0.3356
C -0.5910 0.5237 -0.7795
C 0.3719 0.8456 0.3820
C 1.2537 -0.6936 0.6802
O 1.6609 0.4365 -0.0348
H -0.5564 1.4343 -1.3937
H -0.2706 -0.3062 -1.4246
H 0.3068 -0.2150 1.2981
H 1.9274 -0.9238 1.5065
H 0.9177 -1.5376 0.0775

Atoms 1-2, force components in eV/Å:
N 1.11 0.18 -0.34
C -0.99 -0.19 0.32

---

Entry 4:
# C14H25Si

A structure of composition C14H25Si in a non-equilibrium geometry (wB97M-V/def2-TZVPD, the Open Molecules 2025 dataset).

- LUMO energy (eV) = -5.414
- HOMO level (eV) = -12.5
- charge = +1
- HOMO-LUMO gap (Eh) = 0.2617

CARTESIAN COORDINATES (ANGSTROEM)
C 8.6976 -4.1852 2.9541
C 8.4399 -3.3222 4.1771
Si 6.7568 -2.4481 4.1405
C 5.3740 -3.6818 3.8327
C 6.4949 -1.6446 5.8474
C 7.6378 -0.7338 6.2372
H 6.6506 -1.2011 2.9437
H 9.6326 -4.7521 2.9973
H 7.9044 -4.9124 2.8149
H 8.7384 -3.5789 2.0586
H 8.4611 -3.9247 5.1010
H 9.1628 -2.5031 4.3137
H 5.3331 -4.4218 4.6396
H 4.3951 -3.1538 3.7939
H 5.5167 -4.2197 2.8707
H 5.5359 -1.1180 5.6792
H 6.3066 -2.4354 6.5884
H 7.5629 -0.3469 7.2518
H 8.5965 -1.2417 6.1715
H 7.6739 0.1148 5.5739
C 6.1741 -0.7898 0.4486
C 6.7677 -0.3391 1.8126
C 8.3599 -0.2298 1.6424
C 6.2270 1.0320 2.1555
C 6.8905 1.8174 3.1534
C 6.2717 2.9774 3.6542
C 5.1113 3.4603 3.0513
C 4.5693 2.8203 1.9410
C 5.1709 1.6636 1.4363
H 5.0846 -0.9688 0.4288
H 6.4795 0.0281 -0.2952
H 6.6550 -1.7247 0.1319
H 8.9056 0.0949 2.5477
H 8.8066 -1.2401 1.4391
H 8.5824 0.5106 0.7452
H 7.9140 1.5548 3.5160
H 6.7156 3.4646 4.5187
H 4.6546 4.3751 3.4114
H 3.6695 3.1837 1.4572
H 4.8341 1.2723 0.4506

Atoms 1-2, force components in eV/Å:
C 0.38 -0.24 -0.09
C -0.23 1.00 -0.53

---

Question: Number 2 is which compound?
Answer: C31H49N16O2S

---

Question: Which value of HOMO level does entry 4 give?
Answer: -12.5 eV